Formula: C25H35O3Si
Source: the Open Molecules 2025 dataset
Level of theory: wB97M-V/def2-TZVPD

Last column: Löwdin charge in e.
CARTESIAN COORDINATES (ANGSTROEM)
1 C 1.95279 -6.40572 -2.19396  -0.087
2 C 1.55616 -4.92372 -2.23416  -0.194
3 C 1.02001 -4.41580 -0.91175  -0.398
4 C 1.58041 -3.50287 -0.05310  -0.123
5 C 1.30667 -3.57880 1.40414  -0.111
6 O -0.18656 -4.97263 -0.56908  -0.154
7 Si -1.54517 -3.90945 -0.88210  0.493
8 C -2.68845 -4.87771 -1.98770  -0.155
9 C -2.16714 -3.47596 0.82212  -0.149
10 C -0.96498 -2.38301 -1.82120  -0.148
11 H 2.21311 -6.76264 -3.19486  0.073
12 H 2.82876 -6.55095 -1.55722  0.078
13 H 1.12954 -7.03051 -1.83277  0.076
14 H 2.43172 -4.31968 -2.51577  0.116
15 H 0.76680 -4.79086 -2.99859  0.107
16 H 2.36769 -2.83943 -0.40419  0.100
17 H 2.21476 -3.30026 1.95925  0.077
18 H 0.48745 -2.92672 1.73732  0.035
19 H 1.05368 -4.60731 1.71314  0.094
20 H -3.55295 -4.24515 -2.23921  0.036
21 H -2.19441 -5.16972 -2.92645  0.042
22 H -3.05302 -5.79164 -1.50002  0.041
23 H -3.01541 -2.78014 0.73510  0.033
24 H -2.51261 -4.38364 1.34032  0.048
25 H -1.40442 -3.00438 1.45841  0.006
26 H -1.83606 -1.78936 -2.14299  0.025
27 H -0.32691 -1.72693 -1.20466  0.021
28 H -0.38727 -2.62618 -2.72980  0.052
29 C 1.28631 7.95503 5.05548  -0.034
30 O 1.24543 6.61100 5.59349  -0.060
31 C 0.95488 5.54554 4.80027  -0.224
32 C 0.73508 4.31889 5.47516  0.023
33 C 0.41749 3.19219 4.76256  -0.004
34 C 0.37188 3.18461 3.33669  -0.208
35 C 0.12535 1.95716 2.63507  0.044
36 C 0.33384 1.75923 1.26955  -0.064
37 C -0.15548 0.70108 0.47983  0.082
38 C -0.51220 1.01977 -0.89007  -0.225
39 C -1.78421 0.71892 -1.46876  -0.036
40 C -2.08771 1.06269 -2.76021  0.014
41 C -1.11674 1.70688 -3.56488  -0.232
42 O -1.37259 1.79839 -4.89494  -0.058
43 C -0.36112 2.39489 -5.74533  -0.041
44 C 0.10315 2.13085 -2.98207  0.006
45 C 0.39670 1.75715 -1.68767  -0.015
46 C 0.57794 4.43089 2.67874  0.005
47 C 0.88779 5.58886 3.38147  0.017
48 H 1.39443 8.58771 5.93835  0.100
49 H 2.14843 8.09059 4.38901  0.100
50 H 0.35893 8.20493 4.52333  0.102
51 H 0.81413 4.30622 6.56187  0.134
52 H 0.20092 2.26243 5.28522  0.126
53 H -0.24284 1.11610 3.22569  0.134
54 H 0.92127 2.52647 0.75926  0.108
55 H -0.50374 -0.22546 0.93470  0.128
56 H -2.52102 0.19735 -0.84892  0.129
57 H -3.04997 0.80988 -3.21249  0.137
58 H -0.76674 2.31608 -6.75563  0.100
59 H -0.19781 3.45019 -5.48056  0.101
60 H 0.59414 1.85331 -5.67675  0.101
61 H 0.81668 2.71377 -3.56702  0.113
62 H 1.37107 2.02535 -1.27496  0.124
63 H 0.46975 4.49355 1.59766  0.119
64 H 1.07240 6.52863 2.85663  0.117

Cartesian forces (eV/Å) of the 3 atoms listed first:
C -0.1 0.0 0.1
C -0.2 0.7 -0.1
C 0.6 1.1 0.7

Summary:
HOMO = -10.004 eV
ΔE to the lowest compared entry with this formula, charge and spin = 153.3 kJ/mol
net charge = +1

Formula: C25H36As3I2NOSr
Source: the Open Molecules 2025 dataset
Level of theory: wB97M-V/def2-TZVPD

Last column: Löwdin charge in e.
CARTESIAN COORDINATES (ANGSTROEM)
1 Sr -2.34624 -1.23643 -0.39322  1.183
2 C -4.31342 -1.91165 1.46229  -0.247
3 C -3.16492 -2.54694 1.98265  -0.248
4 C -2.79524 -3.57308 1.09328  -0.242
5 C -3.71402 -3.57514 0.02250  -0.252
6 C -4.65304 -2.55279 0.25387  -0.256
7 H -4.86799 -1.10800 1.92993  0.088
8 H -2.68530 -2.32597 2.92880  0.080
9 H -1.98178 -4.27460 1.23402  0.089
10 H -3.73538 -4.27801 -0.80044  0.093
11 H -5.51348 -2.33175 -0.36423  0.093
12 C 1.19792 -2.53652 -2.19520  -0.302
13 As 0.71863 -1.87936 -0.42531  1.085
14 C 1.71664 -3.15354 0.66582  -0.313
15 C 1.87184 -0.27649 -0.48440  -0.336
16 C 2.07868 0.62842 0.73232  -0.663
17 C 3.02511 1.76265 0.30613  -0.067
18 C 0.79108 1.35830 1.17762  -0.355
19 As -0.82771 0.47485 1.88207  1.073
20 C -0.27025 -0.33739 3.56549  -0.317
21 C -1.61483 2.11144 2.59934  -0.319
22 C 2.67165 -0.13722 1.90947  -0.392
23 As 4.50127 -0.92157 2.01633  1.131
24 C 5.53545 0.70217 2.39783  -0.350
25 C 5.18546 -1.20609 0.19314  -0.350
26 H 2.27024 -2.74338 -2.23222  0.032
27 H 0.92027 -1.78702 -2.93346  -0.017
28 H 0.63757 -3.44517 -2.41247  0.033
29 H 2.79626 -3.01799 0.58426  -0.001
30 H 1.47091 -4.15603 0.31006  0.030
31 H 1.42465 -3.08938 1.71203  0.011
32 H 1.44902 0.31920 -1.30291  0.087
33 H 2.84727 -0.62986 -0.84129  0.059
34 H 2.55430 2.37657 -0.46326  0.091
35 H 3.96130 1.38628 -0.09926  0.057
36 H 3.26135 2.41065 1.15177  0.088
37 H 0.40026 1.91596 0.31581  0.078
38 H 1.07488 2.10885 1.92505  0.081
39 H 0.48057 0.26747 4.07382  0.029
40 H 0.11513 -1.34092 3.39856  0.011
41 H -1.15595 -0.41512 4.19628  0.026
42 H -0.98408 2.51392 3.39534  0.031
43 H -2.61021 1.90842 2.99316  0.024
44 H -1.69408 2.84904 1.80021  0.016
45 H 2.02124 -0.97147 2.18354  0.011
46 H 2.66818 0.52049 2.78829  0.067
47 H 5.13413 1.15929 3.30156  0.016
48 H 5.52020 1.42819 1.58661  0.010
49 H 6.56345 0.40067 2.59486  0.014
50 H 4.69275 -2.05048 -0.28458  -0.002
51 H 6.23574 -1.47064 0.32255  0.018
52 H 5.12571 -0.33636 -0.45611  0.010
53 I -0.69378 -0.89164 -5.66832  0.929
54 C -1.54345 0.61461 -4.54508  -0.672
55 C -1.74977 1.86576 -5.16391  -0.244
56 C -2.30180 2.92439 -4.50431  -0.701
57 I -2.53743 4.72229 -5.50139  0.920
58 C -2.70839 2.75039 -3.14204  -0.210
59 C -3.32300 3.77210 -2.38888  -0.047
60 C -3.72401 3.53288 -1.10619  -0.044
61 C -3.50037 2.25111 -0.57705  -0.157
62 N -2.91664 1.28267 -1.23528  0.033
63 C -2.50274 1.50336 -2.51923  -0.141
64 C -1.86411 0.38155 -3.21998  -0.487
65 O -1.66135 -0.71965 -2.60661  -0.329
66 H -1.45066 1.97235 -6.19768  0.069
67 H -3.47923 4.73958 -2.84549  0.052
68 H -4.20741 4.29211 -0.50976  0.106
69 H -3.82703 2.01972 0.43288  0.104

Cartesian forces (eV/Å) of the 3 atoms listed first:
Sr -0.1 0.3 -0.1
C -0.1 0.0 0.2
C 0.0 0.1 0.1

Summary:
HOMO = -7.322 eV
ΔE to the lowest compared entry with this formula, charge and spin = 8.6 kJ/mol

Formula: C25H36BBr2Cl2F4NO12
Source: the Open Molecules 2025 dataset
Level of theory: wB97M-V/def2-TZVPD

Last column: Löwdin charge in e.
CARTESIAN COORDINATES (ANGSTROEM)
1 C 1.79461 3.41515 -1.12608  -0.117
2 C 1.87591 3.24942 0.48572  -0.232
3 C 2.54568 1.86421 0.93345  -0.140
4 C 1.66370 1.05450 2.03224  -0.181
5 O 1.51431 -0.29024 1.51420  -0.097
6 C 0.29219 -0.89776 1.92500  -0.382
7 O -0.40615 -1.47406 0.78332  -0.114
8 C -1.73843 -1.85975 1.16145  -0.173
9 C -2.89380 -0.93216 0.48599  -0.207
10 C -4.24223 -1.73876 0.70443  -0.518
11 Cl -4.53223 -2.87544 2.12695  0.606
12 C -5.32156 -1.67870 -0.21475  -0.595
13 C -5.31360 -0.83023 -1.54485  -0.098
14 Cl -6.85000 -2.64566 0.10533  0.557
15 N -2.80838 0.39257 1.15121  0.108
16 B -3.80891 0.60776 2.25522  -0.504
17 C -3.26796 0.38587 3.79347  -0.027
18 O -5.18566 0.94265 2.09325  0.119
19 C -2.83434 1.52526 0.24326  -0.350
20 F -4.04621 1.73120 -0.45444  0.075
21 F -2.66867 2.68946 1.06706  0.059
22 C -1.66426 1.59509 -0.82868  -0.149
23 F -1.98895 0.93186 -2.05931  0.002
24 F -0.39887 1.22929 -0.33401  0.062
25 C 0.67685 -2.02715 3.01091  -0.518
26 Br 1.28109 -3.85091 2.46513  0.699
27 C 0.60944 -1.81489 4.40707  -0.638
28 C 0.94971 -2.95967 5.48080  -0.182
29 Br 0.08324 -0.06349 5.18464  0.704
30 H 0.75390 3.75401 -1.47064  0.058
31 H 2.53505 4.19749 -1.50934  0.074
32 H 2.02659 2.41105 -1.64219  0.056
33 H 0.82379 3.41424 0.88326  0.088
34 H 2.52274 4.11661 0.84332  0.100
35 H 2.65361 1.21652 0.00365  0.117
36 H 3.58375 2.09881 1.35680  0.089
37 H 2.20591 1.11794 3.02783  0.115
38 H 0.65796 1.60670 2.06187  0.116
39 H -0.44013 -0.17957 2.42740  0.113
40 H -1.92554 -1.92144 2.27809  0.108
41 H -1.92157 -2.91000 0.73923  0.138
42 H -2.67024 -0.94574 -0.62403  0.137
43 H -6.02378 0.05678 -1.36469  0.097
44 H -5.76560 -1.38296 -2.44140  0.096
45 H -4.30457 -0.36036 -1.78353  0.062
46 H -3.05366 1.38105 4.29239  0.080
47 H -4.08640 -0.20869 4.33469  0.081
48 H -2.36520 -0.31130 3.75392  0.008
49 H -5.47781 1.43663 2.88264  0.113
50 H -1.56319 2.69832 -1.12258  0.176
51 H 0.31021 -3.88764 5.26621  0.073
52 H 0.61185 -2.60783 6.51819  0.064
53 H 2.05923 -3.20084 5.52410  0.082
54 O -3.13792 -4.82764 -4.09415  0.158
55 C -2.30575 -4.02712 -3.78733  -0.547
56 O -0.97177 -4.17788 -4.01489  0.070
57 C -0.35561 -2.93020 -3.71782  -0.121
58 C -1.31972 -2.28971 -2.77091  -0.128
59 O -2.57019 -2.84372 -3.16414  0.055
60 H 0.62734 -3.08059 -3.27051  0.146
61 H -0.24127 -2.36411 -4.64389  0.114
62 H -1.12461 -2.55940 -1.72829  0.127
63 H -1.32883 -1.20304 -2.85942  0.116
64 O 2.09890 0.51450 -3.24779  0.161
65 C 1.49715 0.67435 -4.26417  -0.546
66 O 1.39263 1.85949 -4.92212  0.069
67 C 0.79557 1.58742 -6.18448  -0.127
68 C 0.05321 0.30785 -5.93561  -0.131
69 O 0.82153 -0.31178 -4.91107  0.031
70 H 0.13526 2.40146 -6.48524  0.137
71 H 1.58512 1.47559 -6.93292  0.137
72 H -0.96155 0.47814 -5.56382  0.136
73 H 0.00369 -0.32629 -6.82166  0.138
74 O 5.85002 3.17609 0.20370  0.161
75 C 6.40016 2.40095 0.92642  -0.550
76 O 7.67887 2.53909 1.37000  0.065
77 C 7.88467 1.55290 2.37188  -0.135
78 C 6.86153 0.51027 2.03261  -0.128
79 O 5.82755 1.26462 1.41169  0.042
80 H 8.90378 1.16663 2.33276  0.135
81 H 7.71335 2.00433 3.35331  0.135
82 H 7.23709 -0.22876 1.31922  0.136
83 H 6.48638 -0.00865 2.91542  0.136

Cartesian forces (eV/Å) of the 3 atoms listed first:
C 0.0 -0.3 -0.1
C 0.3 0.6 -0.9
C -0.2 0.3 0.4

Summary:
HOMO = -9.095 eV

Calculated values (eV) of HOMO-LUMO gap for the records, taken in order: 4.7; 7.4; 9.3.